Record 1
Here is an isolated molecule of C6H14BrClSi at a distorted geometry from the Open Molecules 2025 dataset. Energies are from the ωB97M-V functional and the def2-TZVPD basis.

Kohn-Sham gap, eV: 10.3
SMILES string: CC(C)(Br)C[Si](C)(C)Cl
HOMO, eV: -9.639
E_LUMO, Eh: 0.0241
Total charge: 0

Bonds (Å) are listed after each position.
Cartesian coordinates (Å):
1 C 1.5230 -1.1209 -0.5145  C6 1.460, H10 1.113, H11 1.035, H12 1.093
2 C 1.7087 -0.1585 1.7467  C6 1.505, H13 1.115, H14 1.190, H15 1.132
3 C -1.8009 0.0957 -1.8724  Si7 1.959, H16 1.118, H17 1.097, H18 1.083
4 C -1.0670 2.1416 0.4887  Si7 1.831, H19 1.049, H20 1.093, H21 1.079
5 C -0.8209 -1.0638 0.9218  C6 1.896, Si7 1.906, H22 1.013, H23 1.026
6 C 1.0694 -1.2024 0.8714  C1 1.460, C2 1.505, C5 1.896, Br9 2.031
7 Si -1.5878 0.4438 0.0439  C3 1.959, C4 1.831, C5 1.906, Cl8 2.056
8 Cl -3.5772 0.3086 0.5470  Si7 2.056
9 Br 1.4567 -3.0258 1.6770  C6 2.031
10 H 2.6278 -1.2424 -0.4606  C1 1.113
11 H 1.0740 -0.2992 -0.9559  C1 1.035
12 H 1.1739 -1.9880 -1.0810  C1 1.093
13 H 1.6900 -0.5563 2.7887  C2 1.115
14 H 1.1421 0.8670 1.9519  C2 1.190
15 H 2.7120 0.0060 1.2490  C2 1.132
16 H -1.5344 1.0316 -2.4222  C3 1.118
17 H -1.1857 -0.7635 -2.1685  C3 1.097
18 H -2.8459 -0.1775 -1.9505  C3 1.083
19 H -1.8542 2.7265 0.8617  C4 1.049
20 H -0.3172 2.2015 1.2814  C4 1.093
21 H -0.8295 2.7228 -0.3883  C4 1.079
22 H -1.0674 -1.9444 0.4862  C5 1.013
23 H -1.2112 -1.0213 1.8701  C5 1.026

Record 2
Here is a cluster of 4 separate species, C21H41N2O12P3 in total at a distorted geometry from the Open Molecules 2025 dataset. Energies are from the ωB97M-V functional and the def2-TZVPD basis.

Kohn-Sham gap, eV: 5.3
SMILES string: CCCCc1cccc2nccnc12.COP(=O)(OC)OC.COP(=O)(OC)OC.COP(=O)(OC)OC
HOMO, eV: -7.896
E_LUMO, Eh: -0.0964
Total charge: 0

Bonds (Å) are listed after each position.
Cartesian coordinates (Å):
1 C 5.1568 -1.6620 0.4000  C2 1.672, H15 1.178, H16 1.183, H17 1.193
2 C 4.4437 -2.4150 -0.9121  C1 1.672, C3 1.641, H18 1.194, H19 1.185
3 C 2.8479 -2.7207 -0.6848  C2 1.641, C4 1.664, H20 1.172, H21 1.184
4 C 1.8796 -2.1732 -1.9220  C3 1.664, C5 1.670, H22 1.188, H23 1.190
5 C 0.5522 -1.4296 -1.2344  C4 1.670, C6 1.641, C14 1.667
6 C 0.5771 0.1886 -0.9603  C5 1.641, C7 1.639, H24 1.170
7 C -0.7243 0.9211 -0.2845  C6 1.639, C8 1.640, H25 1.179
8 C -2.0158 -0.0113 0.1056  C7 1.640, C9 1.666, H26 1.194
9 C -2.0558 -1.6551 -0.1616  C8 1.666, N10 1.503, C14 1.626
10 N -3.3064 -2.3751 0.2571  C9 1.503, C11 1.503
11 C -3.2155 -3.8376 -0.0754  N10 1.503, C12 1.626, H27 1.188
12 C -1.9262 -4.5446 -0.7699  C11 1.626, N13 1.503, H28 1.187
13 N -0.6695 -3.8333 -1.1854  C12 1.503, C14 1.503
14 C -0.7661 -2.3729 -0.8445  C5 1.667, C9 1.626, N13 1.503
15 H 6.1126 -1.0534 0.0781  C1 1.178
16 H 4.3386 -0.9426 0.8609  C1 1.183
17 H 5.5429 -2.4618 1.1959  C1 1.193
18 H 5.0750 -3.4172 -1.0596  C2 1.194
19 H 4.6521 -1.7574 -1.8750  C2 1.185
20 H 2.5381 -2.2141 0.3261  C3 1.172
21 H 2.7469 -3.8922 -0.5427  C3 1.184
22 H 2.4967 -1.4347 -2.6182  C4 1.188
23 H 1.5754 -3.1392 -2.5477  C4 1.190
24 H 1.5030 0.8359 -1.2641  C6 1.170
25 H -0.7742 2.0839 -0.0932  C7 1.179
26 H -2.9823 0.4844 0.6006  C8 1.194
27 H -4.1345 -4.5251 0.2323  C11 1.188
28 H -1.9749 -5.7168 -0.9523  C12 1.187
29 C -1.4023 8.6448 1.1627  O30 1.416, H37 1.092, H38 1.092, H39 1.094
30 O -1.1966 7.2826 0.8352  C29 1.416, P31 1.730
31 P -2.3228 6.6667 -0.3247  O30 1.730, O32 1.535, O33 1.650, O35 1.730
32 O -1.7635 5.2579 -0.0848  P31 1.535
33 O -1.4748 7.3749 -1.5505  P31 1.650, C34 1.419
34 C -0.0743 7.1641 -1.6318  O33 1.419, H40 1.091, H41 1.093, H42 1.093
35 O -3.4489 6.0509 -1.4847  P31 1.730, C36 1.416
36 C -4.2705 4.9792 -1.0582  O35 1.416, H43 1.094, H44 1.093, H45 1.093
37 H -0.5619 8.9901 1.7692  C29 1.092
38 H -1.4603 9.2578 0.2613  C29 1.092
39 H -2.3278 8.7457 1.7375  C29 1.094
40 H 0.2559 6.2834 -1.0789  C34 1.091
41 H 0.4441 8.0435 -1.2412  C34 1.093
42 H 0.1954 7.0391 -2.6833  C34 1.093
43 H -4.6306 5.1580 -0.0411  C36 1.094
44 H -3.7194 4.0366 -1.1053  C36 1.093
45 H -5.1277 4.9103 -1.7321  C36 1.093
46 C -8.4239 2.0273 -3.3596  O47 1.416, H54 1.092, H55 1.092, H56 1.094
47 O -7.0155 2.1300 -3.2545  C46 1.416, P48 1.730
48 P -6.1809 0.6562 -3.6071  O47 1.730, O49 1.535, O50 1.650, O52 1.730
49 O -4.8753 1.3101 -3.1350  P48 1.535
50 O -6.3556 0.9238 -5.2260  P48 1.650, C51 1.419
51 C -5.9801 2.1827 -5.7614  O50 1.419, H57 1.091, H58 1.093, H59 1.093
52 O -5.3462 -0.8176 -3.9598  P48 1.730, C53 1.416
53 C -4.5670 -1.3668 -2.9127  O52 1.416, H60 1.094, H61 1.093, H62 1.093
54 H -8.8551 3.0278 -3.2797  C46 1.092
55 H -8.7126 1.5960 -4.3200  C46 1.092
56 H -8.8056 1.4036 -2.5457  C46 1.094
57 H -5.2971 2.7338 -5.1132  C51 1.091
58 H -6.8774 2.7848 -5.9255  C51 1.093
59 H -5.4913 2.0163 -6.7244  C51 1.093
60 H -5.1049 -1.2987 -1.9629  C53 1.094
61 H -3.6067 -0.8496 -2.8429  C53 1.093
62 H -4.3753 -2.4185 -3.1384  C53 1.093
63 C 7.4869 -6.3959 6.7598  O64 1.416, H71 1.092, H72 1.092, H73 1.094
64 O 6.8702 -6.0614 5.5297  C63 1.416, P65 1.730
65 P 6.1277 -4.4989 5.5243  O64 1.730, O66 1.535, O67 1.650, O69 1.730
66 O 5.5173 -4.8196 4.1533  P65 1.535
67 O 7.5967 -3.7819 5.2988  P65 1.650, C68 1.419
68 C 8.4405 -4.2505 4.2591  O67 1.419, H74 1.091, H75 1.093, H76 1.093
69 O 5.3852 -2.9363 5.5190  P65 1.730, C70 1.416
70 C 3.9877 -2.9032 5.2927  O69 1.416, H77 1.094, H78 1.093, H79 1.093
71 H 8.0606 -7.3158 6.6253  C63 1.092
72 H 8.1642 -5.6037 7.0843  C63 1.092
73 H 6.7178 -6.5582 7.5208  C63 1.094
74 H 7.9012 -4.8107 3.4938  C68 1.091
75 H 9.2159 -4.8907 4.6875  C68 1.093
76 H 8.9205 -3.3886 3.7894  C68 1.093
77 H 3.4932 -3.7022 5.8525  C70 1.094
78 H 3.7737 -2.9992 4.2253  C70 1.093
79 H 3.6040 -1.9391 5.6349  C70 1.093

Record 3
Here is a cluster of 2 separate species, CHClFN in total at a distorted geometry from the Open Molecules 2025 dataset. Energies are from the ωB97M-V functional and the def2-TZVPD basis.

Kohn-Sham gap (alpha / beta), eV: 10.7 / 7.0
HOMO (alpha / beta), eV: -10.770 / -7.971
E_LUMO (alpha / beta), Eh: -0.0032 / -0.0367
Total charge: 0

Bonds (Å) are listed after each position.
Cartesian coordinates (Å):
1 C -1.8843 -0.0006 -0.6460  Cl4 1.581
2 N 1.0640 -0.4155 -0.0010  F3 1.331, H5 1.128
3 F 1.3376 0.7213 0.6360  N2 1.331
4 Cl -2.3048 0.0692 0.8768  C1 1.581
5 H 1.7876 -0.3745 -0.8657  N2 1.128

Record 4
Here is an isolated molecule of C3H4O2 at a distorted geometry from the Open Molecules 2025 dataset. Energies are from the ωB97M-V functional and the def2-TZVPD basis.

Kohn-Sham gap, eV: 10.5
SMILES string: O=CCC=O
HOMO, eV: -9.831
E_LUMO, Eh: 0.0229
Total charge: 0

Bonds (Å) are listed after each position.
Cartesian coordinates (Å):
1 C -1.1499 -0.0668 -0.1026  C2 1.427, H4 1.076, O8 1.165
2 C 0.1331 0.5571 -0.0660  C1 1.427, C3 1.462, H5 1.075, H6 1.195
3 C 1.0859 -0.5239 0.1791  C2 1.462, H7 1.133, O9 1.260
4 H -1.9834 0.6127 -0.0810  C1 1.076
5 H 0.2256 1.0469 -1.0179  C2 1.075
6 H 0.4097 1.4500 0.6792  C2 1.195
7 H 0.4209 -1.1912 0.8076  C3 1.133
8 O -1.4024 -1.2027 -0.1494  C1 1.165
9 O 2.2605 -0.6820 -0.2492  C3 1.260

| no. | molecular weight (g mol⁻¹) |
| --- | --- |
| 1 | 229.6 |
| 2 | 606.5 |
| 3 | 81.5 |
| 4 | 72.1 |